Computed, not measured: an isolated molecule of C5H7NO, with the ωB97M-V functional and the def2-TZVPD basis.

Last column: Löwdin charge in e.
Element x y z (Å)
1 C -1.718571 -0.926767 -0.248891  -0.05
2 N -1.869626 0.490683 -0.563541  0.11
3 C -0.617797 0.036718 -0.373131  -0.19
4 C 0.844330 -0.099541 1.159664  -0.10
5 C 1.688237 -0.274689 -0.095791  -0.13
6 C 0.677231 0.761033 -0.514339  -0.33
7 O 0.643219 1.338153 0.804491  -0.14
8 H -1.803553 -1.210586 0.800260  0.11
9 H -2.048520 -1.640379 -0.991629  0.10
10 H -2.375455 1.252010 -0.121542  0.14
11 H 1.385821 -0.170734 2.125650  0.10
12 H 1.707698 -1.228755 -0.631193  0.11
13 H 2.688359 0.173148 -0.044472  0.11
14 H 0.798632 1.499702 -1.305542  0.15

Cartesian forces, eV/Å:
-0.126 -0.550 -0.062
0.399 0.074 0.425
0.048 -0.179 0.507
0.025 0.758 -0.007
-0.023 -0.064 -0.166
0.056 0.225 -0.532
1.082 0.747 0.003
-0.310 -0.223 -0.290
0.010 0.054 -0.166
0.122 -0.319 0.339
-0.901 -0.391 -0.167
-0.100 0.083 0.122
-0.153 -0.097 0.174
-0.129 -0.118 -0.180

Computed properties:
**Energy above the lowest of the compared OMol25 structures with the same formula, charge and spin**: 163.2 kcal/mol
**Energy**: -8829.1243 eV



Computed, not measured: a structure of composition C33H34N6O2SSc, with the ωB97M-V functional and the def2-TZVPD basis.

Last column: Löwdin charge in e.
Element x y z (Å)
1 Sc 0.046002 -0.479049 0.767866  0.82
2 O -0.757248 0.862081 2.131143  -0.17
3 C -0.166376 1.697906 2.924625  -0.37
4 C -0.653687 1.903145 4.237149  -0.01
5 C -0.055585 2.798624 5.090849  -0.10
6 C 1.043295 3.567755 4.686733  -0.12
7 C 1.518637 3.407599 3.405975  -0.06
8 C 0.954784 2.474569 2.526089  -0.16
9 C 1.453925 2.413683 1.172588  -0.10
10 N 1.245452 1.466899 0.341758  -0.05
11 C 1.588930 1.685901 -1.059311  -0.19
12 C 0.310148 1.452958 -1.847968  -0.18
13 N -0.140697 0.111513 -1.489225  -0.02
14 C -0.548286 -0.651282 -2.437795  -0.06
15 C -0.872398 -2.052414 -2.267213  -0.14
16 C -1.598637 -2.694961 -3.272656  -0.03
17 C -1.881625 -4.041174 -3.195622  -0.11
18 C -1.387561 -4.768308 -2.106375  -0.10
19 C -0.641629 -4.168826 -1.124815  -0.02
20 C -0.361258 -2.787091 -1.171528  -0.37
21 O 0.335872 -2.240684 -0.235694  -0.17
22 H -1.508202 1.314938 4.546616  0.11
23 H -0.447428 2.916468 6.094877  0.10
24 H 1.499378 4.276739 5.364425  0.09
25 H 2.356988 4.003761 3.059492  0.11
26 H 2.020156 3.290998 0.837327  0.13
27 H 2.332499 0.945879 -1.367709  0.13
28 H 1.992752 2.690097 -1.223751  0.12
29 H 0.455664 1.560202 -2.924096  0.11
30 H -0.438304 2.187646 -1.533904  0.13
31 H -0.643765 -0.240850 -3.444071  0.13
32 H -1.945272 -2.097761 -4.106001  0.11
33 H -2.451367 -4.526029 -3.963042  0.09
34 H -1.594349 -5.831922 -2.038606  0.10
35 H -0.248639 -4.732550 -0.286988  0.11
36 C 1.981503 -5.369673 3.889194  -0.10
37 C 2.014932 -4.109348 4.747300  -0.26
38 N 2.332384 -2.913610 3.994393  -0.04
39 C 1.449456 -2.282677 3.176433  -0.78
40 S 2.083086 -0.934987 2.284527  0.66
41 N 0.234351 -2.782877 3.162202  0.01
42 N -0.622248 -2.133191 2.324391  -0.01
43 C -1.817136 -2.590020 2.238182  -0.26
44 C -2.320873 -3.778825 2.998828  -0.03
45 C -2.730756 -1.890968 1.315140  -0.20
46 C -4.073067 -2.236747 1.237005  -0.01
47 C -4.905045 -1.530308 0.381528  -0.05
48 C -4.383803 -0.497660 -0.371465  -0.03
49 C -3.022260 -0.223049 -0.270531  -0.08
50 N -2.218358 -0.910853 0.552926  0.06
51 H 1.720648 -6.239722 4.495808  0.06
52 H 1.240491 -5.257901 3.098845  0.06
53 H 2.954564 -5.549156 3.429042  0.07
54 H 1.046677 -3.961690 5.226135  0.10
55 H 2.764371 -4.206951 5.535236  0.11
56 H 3.281665 -2.590790 3.942061  0.10
57 H -1.524116 -4.176418 3.617363  0.06
58 H -3.163672 -3.496662 3.634017  0.08
59 H -2.668232 -4.556410 2.313739  0.09
60 H -4.461878 -3.046111 1.836515  0.10
61 H -5.955016 -1.784067 0.320518  0.11
62 H -4.996424 0.071982 -1.057917  0.10
63 H -2.575583 0.541744 -0.894405  0.09
64 C -3.677309 1.286224 -3.318870  -0.11
65 C -2.763379 1.499847 -4.341968  -0.40
66 C -1.841640 2.602158 -4.351573  -0.13
67 C -0.863380 2.744430 -5.313117  -0.17
68 C -0.713044 1.831092 -6.361760  -0.18
69 C -1.629407 0.775461 -6.414083  -0.16
70 C -2.615971 0.612934 -5.464681  -0.12
71 H -4.450044 0.527409 -3.394349  0.00
72 H -3.824299 2.048769 -2.559191  0.01
73 H -1.919585 3.340634 -3.560178  0.09
74 H -0.194200 3.599255 -5.251963  0.08
75 H 0.059156 1.947998 -7.110690  0.06
76 H -1.567961 0.058182 -7.228451  0.08
77 H -3.313371 -0.215202 -5.557479  0.09

Cartesian forces, eV/Å:
-0.071 0.063 -0.055
0.021 -0.009 -0.001
-0.005 -0.022 -0.021
0.009 0.022 0.032
-0.016 -0.019 -0.005
0.018 0.007 -0.016
-0.004 0.011 0.046
-0.011 -0.013 -0.022
-0.001 0.060 0.026
-0.024 -0.042 -0.067
0.088 -0.056 0.069
-0.082 -0.022 0.022
-0.031 -0.015 0.000
0.021 0.069 0.204
0.090 0.192 -0.124
-0.073 -0.092 -0.007
0.204 0.161 0.195
-0.175 -0.197 -0.171
0.086 -0.056 0.069
-0.267 -0.186 -0.083
0.346 0.249 0.356
-0.001 -0.004 -0.005
-0.004 -0.004 0.000
0.004 0.003 -0.005
-0.001 0.000 -0.005
0.001 -0.001 -0.003
0.026 0.016 0.015
-0.013 0.003 -0.018
0.008 0.027 -0.027
-0.027 -0.023 -0.029
-0.061 0.021 -0.125
-0.059 0.050 -0.098
-0.206 -0.159 -0.251
-0.003 0.024 -0.007
0.009 0.021 0.003
0.008 0.017 0.019
0.001 -0.016 -0.034
-0.018 0.075 0.029
-0.020 -0.144 -0.109
0.057 -0.018 0.066
0.024 0.059 -0.007
0.114 0.156 0.000
0.024 -0.087 0.023
-0.001 0.007 0.024
-0.064 -0.015 -0.064
-0.035 0.037 -0.054
0.056 0.024 0.129
0.144 0.097 -0.131
-0.063 -0.446 0.362
-0.205 0.289 -0.308
0.002 -0.004 -0.004
0.001 0.000 0.000
-0.002 -0.008 -0.005
-0.002 -0.005 0.012
-0.001 0.011 0.005
-0.015 -0.006 0.005
0.005 -0.007 0.016
0.009 -0.019 0.027
0.011 0.033 -0.014
-0.001 0.009 0.002
-0.030 -0.006 -0.042
0.129 0.004 0.002
-0.049 -0.029 0.022
-0.091 0.112 0.104
0.021 -0.128 0.054
0.090 -0.006 -0.076
-0.048 0.006 0.050
-0.003 -0.019 0.013
-0.007 -0.032 0.029
0.049 -0.038 -0.006
0.103 -0.053 -0.096
0.020 0.032 0.007
-0.006 0.034 0.040
-0.001 0.000 0.005
-0.006 0.009 -0.002
-0.007 0.004 0.005
0.014 -0.010 0.011

Computed properties:
**Charge**: -1
**Energy above the lowest of the compared OMol25 structures with the same formula, charge and spin**: 16.8 kcal/mol
**Energy**: -79350.3418 eV



Computed, not measured: a structure of composition C22H57Br3F3N4O4PSiTa, with the ωB97M-V functional and the def2-TZVPD basis.

Last column: Löwdin charge in e.
Element x y z (Å)
1 C -0.302184 3.134117 2.816741  -0.11
2 C -0.150635 2.129637 1.486236  -0.41
3 N 1.232281 1.879369 1.065583  -0.29
4 Ta 2.058324 2.754498 -0.697782  1.04
5 Br 3.177983 4.698307 0.803980  -0.11
6 C 1.263662 1.094988 -2.156666  -0.39
7 C -0.271152 0.620983 -1.886715  -0.29
8 C -0.509568 -0.989595 -1.742547  -0.61
9 F -0.324899 -1.656335 -3.060698  -0.10
10 Br -2.488065 -1.200444 -1.290406  0.64
11 C 0.303342 -1.765855 -0.577366  -0.58
12 F 1.050114 -2.932444 -1.180941  -0.09
13 F 1.299720 -0.995550 0.184706  -0.06
14 Br -0.930569 -2.593355 0.824356  0.62
15 P -0.001162 4.325878 -1.194952  0.57
16 C 0.589097 5.656417 -2.491768  -0.43
17 O -0.407725 5.283836 0.199391  -0.50
18 Si 4.310350 1.370255 -0.440147  0.29
19 C 4.253560 0.309251 1.188405  -0.29
20 C 4.718118 0.310805 -2.012130  -0.30
21 C 5.814252 2.612953 -0.250228  -0.35
22 H -1.025887 2.605377 3.605109  0.07
23 H 0.730638 3.343119 3.330573  0.08
24 H -0.882486 4.107338 2.480445  0.07
25 H -0.571751 1.086453 1.898470  0.10
26 H -0.944725 2.470451 0.710077  0.06
27 H 1.854479 2.163711 1.881243  0.01
28 H 2.839298 3.540866 -2.170065  -0.14
29 H 1.932895 0.121835 -2.164766  0.03
30 H 1.329184 1.526790 -3.264538  0.05
31 H -0.887069 0.938247 -2.862158  0.13
32 H -0.830052 1.137713 -1.001774  0.06
33 H 0.758595 5.100334 -3.522690  0.03
34 H 1.609258 6.113036 -2.079574  0.03
35 H -0.249788 6.497129 -2.609747  0.03
36 H 0.266116 5.086386 0.911461  -0.03
37 H 5.310141 0.370084 1.701203  0.03
38 H 3.959565 -0.814915 0.990345  0.03
39 H 3.472699 0.714503 1.967337  0.01
40 H 4.471579 0.851418 -3.026171  0.04
41 H 4.032691 -0.661379 -1.985681  0.03
42 H 5.825803 -0.084439 -1.932118  0.04
43 H 5.980436 2.900339 0.880727  0.03
44 H 5.571641 3.525519 -0.943752  0.01
45 H 6.751705 2.033905 -0.682093  0.03
46 C -4.317780 -5.269464 0.663591  -0.08
47 C -5.675852 -5.701136 0.112860  -0.43
48 C -6.240972 -4.742586 -0.960973  -0.20
49 O -6.779429 -3.523384 -0.440941  -0.19
50 C -5.806647 -2.533751 -0.141961  -0.12
51 N -6.612958 -5.866460 1.233476  0.03
52 H -4.394063 -4.447513 1.379784  0.06
53 H -3.838213 -6.104432 1.188936  0.08
54 H -3.647666 -4.959089 -0.144396  0.08
55 H -5.534192 -6.679104 -0.363146  0.13
56 H -7.081576 -5.248200 -1.452610  0.12
57 H -5.503509 -4.536226 -1.745774  0.12
58 H -4.967060 -2.553396 -0.842978  0.03
59 H -5.453460 -2.657242 0.883224  0.08
60 H -6.287664 -1.553365 -0.205572  0.09
61 H -7.485680 -6.255658 0.874636  0.07
62 H -6.878229 -4.928300 1.548418  0.07
63 C -1.199322 0.206167 8.372014  -0.08
64 C -2.384066 0.415244 7.430381  -0.43
65 C -2.049674 1.290813 6.200397  -0.21
66 O -1.955413 2.690896 6.479147  -0.20
67 C -0.715479 3.094417 7.040221  -0.11
68 N -3.508726 0.971021 8.196888  0.03
69 H -0.997740 1.079102 8.997879  0.06
70 H -1.397324 -0.632117 9.051145  0.07
71 H -0.289713 -0.030951 7.811107  0.08
72 H -2.677947 -0.573758 7.058119  0.13
73 H -2.873620 1.189525 5.482886  0.12
74 H -1.147958 0.936995 5.686520  0.11
75 H 0.125150 2.515927 6.646000  0.09
76 H -0.757159 3.018052 8.128075  0.07
77 H -0.556683 4.148066 6.792862  0.09
78 H -4.329153 1.010347 7.590887  0.07
79 H -3.294964 1.956439 8.378428  0.07
80 C 2.215522 -1.361806 -7.836949  -0.08
81 C 1.872905 -1.736696 -6.396089  -0.43
82 C 2.658677 -0.923076 -5.341632  -0.20
83 O 4.021688 -1.326255 -5.178942  -0.20
84 C 4.906474 -0.810903 -6.162120  -0.11
85 N 2.074142 -3.182290 -6.219894  0.03
86 H 3.169872 -1.779805 -8.166872  0.06
87 H 1.448316 -1.743892 -8.521454  0.07
88 H 2.256369 -0.274898 -7.960205  0.08
89 H 0.807842 -1.518305 -6.251112  0.13
90 H 2.184606 -1.091855 -4.366575  0.10
91 H 2.594180 0.154593 -5.533521  0.12
92 H 4.626128 0.196249 -6.484252  0.09
93 H 4.948995 -1.488967 -7.016177  0.07
94 H 5.909892 -0.768766 -5.728581  0.09
95 H 1.744667 -3.446991 -5.290774  0.07
96 H 3.084654 -3.344751 -6.173294  0.07

Cartesian forces, eV/Å:
-1.078 -0.367 -0.264
-2.049 -1.446 2.712
0.571 2.817 -0.268
-1.682 -1.865 1.333
-0.356 -0.509 -0.376
0.005 -0.811 -0.945
-0.682 0.106 -1.184
-0.339 0.972 -1.455
-0.092 1.426 3.413
0.856 0.641 -1.511
2.653 -1.935 0.879
-2.002 3.563 1.652
-3.097 -2.114 -2.828
2.103 0.254 -0.458
0.385 1.553 -0.632
0.117 0.624 0.105
1.434 -1.140 0.001
0.987 0.832 -0.320
0.069 -0.937 1.278
-0.162 -1.725 -0.395
0.736 -0.286 -0.290
1.674 1.134 -1.619
-1.991 -0.214 -1.092
1.552 -1.768 0.844
0.578 1.945 -0.923
1.803 -0.406 0.914
-0.957 -0.730 -1.297
0.028 0.052 0.037
-1.118 1.991 0.086
-0.182 -0.973 2.265
1.081 -0.953 2.272
1.253 -1.090 -1.460
-0.285 1.176 2.178
-2.243 -0.842 -1.142
1.911 -1.788 0.179
-0.763 0.525 -1.135
-1.937 -0.352 -0.905
0.679 2.142 0.420
1.531 -0.740 -1.558
0.761 -0.989 2.011
1.398 1.889 -0.161
-2.033 0.830 -0.533
-0.241 -0.305 -2.409
0.688 -1.545 1.562
-1.543 1.340 0.990
0.299 -0.191 0.002
0.006 0.478 0.172
-0.291 -0.107 0.098
0.359 -0.373 -0.351
-0.324 0.150 0.175
-0.305 0.135 -0.216
-0.086 -0.059 -0.114
-0.159 0.149 -0.079
-0.046 0.019 0.083
-0.129 0.106 -0.032
0.011 0.136 0.131
0.120 0.089 0.111
-0.017 -0.116 0.062
0.254 0.069 -0.045
-0.026 -0.159 -0.070
0.178 -0.022 0.113
0.162 -0.291 -0.036
0.127 -0.303 0.134
0.201 0.440 0.112
-0.321 0.082 -0.012
0.220 -0.570 -0.142
-0.252 0.311 0.006
-0.105 0.215 -0.269
-0.079 -0.034 -0.136
-0.030 0.184 -0.128
-0.071 0.048 0.047
-0.035 0.154 -0.073
0.068 0.133 0.119
0.108 0.037 0.119
-0.055 -0.054 0.039
0.232 -0.080 0.054
-0.090 -0.148 -0.089
0.112 -0.088 0.162
-0.021 -0.328 0.008
-0.220 0.066 -0.271
0.488 0.000 -0.028
-0.106 -0.298 0.278
-0.354 0.395 -0.306
0.119 -0.323 0.318
0.136 0.022 0.300
-0.066 0.028 0.132
0.138 0.011 0.162
0.025 -0.082 0.017
0.130 -0.019 0.145
0.154 -0.032 -0.112
0.087 0.015 -0.126
-0.072 -0.042 -0.031
0.024 0.160 -0.216
-0.163 0.015 0.084
-0.042 0.029 -0.196
-0.309 0.061 -0.082

Computed properties:
**Charge**: -1
**Energy**: -274881.2205 eV



Computed, not measured: a cluster of 3 separate species, C4H15N2O2 in total, with the ωB97M-V functional and the def2-TZVPD basis.

Last column: Löwdin charge in e.
Element x y z (Å)
1 C 1.651302 -2.472634 -0.948407  -0.09
2 C 1.403894 -1.843191 0.419208  -0.25
3 C 0.820718 -0.437023 0.421960  -0.21
4 N -0.080121 2.059504 -0.158314  0.19
5 C 1.228570 1.849795 -0.122673  -0.10
6 N 1.724729 0.627774 0.053833  0.08
7 H 2.654199 -2.153205 -1.238456  0.07
8 H 1.746170 -3.562002 -0.960984  0.08
9 H 0.944928 -2.097321 -1.695272  0.08
10 H 2.285417 -1.948523 1.062601  0.11
11 H 0.689454 -2.463407 1.004537  0.12
12 H 0.260568 -0.322021 1.348476  0.12
13 H 0.027822 -0.541203 -0.349461  0.13
14 H -0.401083 2.990694 -0.360230  0.14
15 H -0.738215 1.314814 0.100490  0.07
16 H 1.917002 2.716207 -0.160059  0.17
17 H 2.706885 0.425019 0.163631  0.17
18 H -4.270356 -0.624282 -0.687583  0.05
19 H -3.384975 -0.592938 -1.897876  0.05
20 O -3.418221 -0.291309 -0.985017  -0.05
21 H -2.330875 1.493051 1.865540  0.08
22 H -2.718785 0.147632 1.249274  0.05
23 O -1.984125 0.763072 1.337878  -0.05

Cartesian forces, eV/Å:
1.028 0.646 -0.031
-0.262 -1.259 1.157
-1.240 -2.087 -1.078
1.542 -0.230 -0.021
0.242 -0.286 0.355
-0.839 0.910 0.509
-0.034 0.147 -0.497
-0.538 0.182 0.229
0.020 -0.363 0.065
0.192 0.359 -0.206
0.052 0.438 -0.521
0.473 0.796 0.238
0.265 0.557 0.198
-0.197 0.001 0.096
-0.277 0.413 -0.048
-0.465 -0.706 -0.399
0.110 0.539 -0.088
-0.135 0.022 0.067
0.137 0.034 -0.105
-0.077 -0.131 0.015
0.037 -0.096 0.028
0.017 -0.050 -0.283
-0.051 0.165 0.320

Computed properties:
**Charge**: +1
**Energy above the lowest of the compared OMol25 structures with the same formula, charge and spin**: 11.7 kcal/mol
**Energy**: -11460.7500 eV



no.,strongest force on any atom (eV/A)
1,1.314
2,0.578
3,4.696
4,2.656